Here is a 2-piece molecular cluster, C14H30B3O7PS overall in a non-equilibrium geometry from the Open Molecules 2025 dataset. Energies are from ωB97M-V/def2-TZVPD.

## Properties
- net charge = 0
- LUMO energy (eV) = 0.0
- molar mass (g mol⁻¹) = 405.86
- SMILES = CC(C)=CCC[C@@H](C)CCB1OB(O)OB([PH2]=S)O1.CCOC(=O)OC
- HOMO (eV) = -8.03

Atoms and positions in Å:
C 1.41025 -5.40193 1.56427
C 0.89527 -4.84387 0.26871
C -0.45528 -5.34008 -0.18257
C 1.60915 -3.98167 -0.47488
C 1.79699 -4.16469 -1.97207
C 2.93810 -3.30088 -2.50982
C 2.61487 -1.78819 -2.66175
C 3.64462 -1.18070 -3.65027
C 1.17913 -1.54879 -3.12514
C 0.79483 -0.07372 -3.39108
B 1.37945 0.89921 -2.32460
O 2.58039 1.57305 -2.54109
B 3.40204 1.74622 -1.44355
O 4.73376 2.02155 -1.59685
O 2.84160 1.69695 -0.16472
B 1.47472 1.82437 -0.20576
P 0.59515 3.01419 1.04293
S -0.29276 1.88809 2.38434
O 0.74094 1.10801 -1.10395
H 1.86723 -4.63637 2.19827
H 2.17546 -6.14896 1.34730
H 0.63447 -5.90213 2.14727
H -0.49284 -6.43290 -0.25784
H -0.68705 -4.95537 -1.17409
H -1.18835 -5.00264 0.54953
H 2.07900 -3.12346 0.00191
H 0.87399 -4.03886 -2.54491
H 2.08414 -5.20947 -2.10848
H 3.74620 -3.36227 -1.77584
H 3.26023 -3.70850 -3.46864
H 2.79624 -1.35880 -1.66763
H 4.21528 -1.95861 -4.15403
H 4.35888 -0.54731 -3.12126
H 3.17057 -0.53804 -4.38976
H 0.46976 -1.96062 -2.40626
H 1.03788 -2.13124 -4.04223
H -0.29621 -0.01132 -3.33633
H 1.05816 0.22735 -4.40561
H 5.30797 1.25215 -1.51283
H 1.54037 3.91131 1.56332
H -0.30315 3.81713 0.31279
C -3.04014 3.98297 2.10635
C -3.39425 3.32604 3.41976
O -3.98042 4.26177 4.34543
C -5.25566 4.56251 4.12728
O -5.95927 4.11609 3.25772
O -5.63580 5.45356 5.04732
C -6.97737 5.92154 4.89514
H -2.40067 4.85167 2.27735
H -2.51851 3.27881 1.46206
H -3.93797 4.32703 1.59227
H -2.49716 2.96001 3.91113
H -4.06565 2.48021 3.27494
H -7.67614 5.08983 4.84085
H -7.06439 6.53704 4.00100
H -7.18805 6.52274 5.77459

=====

Here is C14H30F6K2NO10S2 as an isolated structure in a non-equilibrium geometry from the Open Molecules 2025 dataset. Energies are from ωB97M-V/def2-TZVPD.

## Properties
- net charge = +1
- LUMO energy (eV) = -3.6
- molar mass (g mol⁻¹) = 628.71
- HOMO (eV) = -10.94

Atoms and positions in Å:
K 0.08471 1.94102 4.30196
K -0.18120 -6.02569 3.55393
C 1.74999 -0.99931 2.54276
F 2.24480 -1.39740 3.66059
F 1.57443 0.34563 2.52740
F 2.52438 -1.36866 1.45144
S -0.11015 -1.77112 2.42639
O -0.42604 -1.69905 1.02102
O -0.08627 -3.08450 3.01475
N -0.95776 -0.56127 3.26385
S -2.43788 -0.99485 3.26964
O -3.01204 -1.45190 1.99221
O -2.76122 -1.68604 4.55669
C -3.27481 0.74034 3.43623
F -3.00280 1.56094 2.41402
F -4.64541 0.59627 3.53618
F -2.80940 1.39015 4.52442
C -2.43225 1.08739 -0.78482
O -3.67403 1.84355 -0.91580
C -4.45912 1.49918 -2.03277
C -4.72821 -0.01953 -1.96041
O -5.72869 -0.40249 -2.94168
C -5.67631 -1.77627 -3.26766
H -2.75074 0.21824 -0.20928
H -1.73997 1.63004 -0.14110
H -1.89025 0.79773 -1.68506
H -3.93107 1.88842 -2.90326
H -5.43144 1.98177 -2.13179
H -5.19622 -0.24131 -1.00131
H -3.82859 -0.63215 -2.01946
H -6.69622 -1.97438 -3.59728
H -5.57576 -2.58464 -2.54342
H -4.90897 -1.95402 -4.02112
C 3.08135 2.09611 -0.30863
O 2.17828 3.21248 -0.68091
C 0.87740 3.20701 -0.05286
C 0.95551 3.74337 1.37899
O -0.25958 3.58349 2.11618
C -1.29182 4.52268 1.92749
H 3.24774 2.09820 0.76860
H 4.03024 2.16434 -0.84065
H 2.54784 1.19432 -0.60904
H 0.48583 2.19074 -0.00862
H 0.25600 3.75213 -0.76336
H 1.21703 4.79281 1.24342
H 1.79563 3.31623 1.92657
H -1.89957 4.42603 1.02782
H -0.88494 5.53368 1.90699
H -1.83321 4.56708 2.87248
C 7.27064 -1.95827 -1.96788
O 5.85809 -1.71352 -2.30611
C 5.10589 -2.86709 -1.92806
C 3.61551 -2.59768 -2.28124
O 2.75600 -3.42836 -1.52441
C 1.41298 -2.98881 -1.67972
H 7.91484 -1.10769 -2.19067
H 7.54559 -2.83767 -2.55025
H 7.33960 -2.01681 -0.88164
H 5.21396 -3.05007 -0.85897
H 5.50573 -3.75064 -2.42564
H 3.41018 -2.85495 -3.32035
H 3.42192 -1.52504 -2.27436
H 1.38007 -1.91954 -1.47072
H 0.89955 -3.54559 -0.89583
H 1.02041 -3.13530 -2.68596

=====

Here is C14H30N9S2Ti as an isolated structure in a non-equilibrium geometry from the Open Molecules 2025 dataset. Energies are from ωB97M-V/def2-TZVPD.

## Properties
- net charge = +2
- multiplicity = 2
- LUMO energy (spin up / spin down) (eV) = -6.9 / -7.0
- molar mass (g mol⁻¹) = 436.46
- HOMO (spin up / spin down) (eV) = -13.75 / -13.78
- ΔE to the lowest compared entry with this formula, charge and spin (kcal/mol) = 26.7

Atoms and positions in Å:
Ti 0.44163 0.32302 0.13976
N -1.91579 -3.07145 1.04935
C -2.42396 -3.01613 -0.32595
C -2.52672 -1.60868 -0.91321
N -1.32729 -0.78739 -1.33682
C -1.98770 0.41770 -1.90822
C -1.09499 1.56716 -2.35412
N -0.12531 1.93351 -1.29481
C -0.66375 -1.60252 -2.37982
C 0.59648 -0.99711 -2.97320
N 1.41729 -0.39853 -1.89833
H -1.95350 -4.02912 1.38396
H -2.52119 -2.52903 1.65901
H -3.44341 -3.40735 -0.36902
H -1.81445 -3.67768 -0.94074
H -3.10348 -1.00769 -0.21465
H -3.13670 -1.72875 -1.81605
H -2.65272 0.80081 -1.13181
H -2.61031 0.12740 -2.76332
H -1.75205 2.40748 -2.58109
H -0.56112 1.33929 -3.26894
H -0.55260 2.65776 -0.72034
H 0.68226 2.37654 -1.72002
H -1.36433 -1.82873 -3.19250
H -0.38779 -2.54949 -1.91775
H 0.36302 -0.24627 -3.71918
H 1.13749 -1.78719 -3.49607
H 2.05030 0.28324 -2.30540
H 2.02044 -1.13264 -1.54704
C -4.10054 1.54776 3.09539
S -3.01935 2.83156 2.41450
C -1.61614 1.95915 1.89963
S -1.58000 0.24576 1.63665
N -0.56358 2.69571 1.66184
N 0.52191 2.00266 1.24410
C 1.66119 2.57386 1.44952
C 2.82675 1.83841 1.05719
C 4.11724 2.25942 1.38095
C 5.18612 1.42747 1.13242
C 4.92674 0.18656 0.55465
C 3.62998 -0.13674 0.22141
N 2.57104 0.65801 0.44049
H -5.11866 1.91518 2.99676
H -3.86376 1.40574 4.14657
H -3.98456 0.61669 2.55057
H 1.71048 3.52197 1.97305
H 4.24823 3.22838 1.84442
H 6.19552 1.71263 1.39434
H 5.72484 -0.51532 0.35925
H 3.44139 -1.10067 -0.23541
N 1.12867 -1.03076 2.11566
N 0.90471 -1.61141 0.81930
H 0.59214 -1.51768 2.82517
H 2.10749 -1.08724 2.36782
H -0.03007 -2.12533 0.89778
H 1.59245 -2.32992 0.61230

=====

Calculated total energy: -1892.50732 -3953.65181 -2689.67282 (Ha)